A single C3H8BrO5P molecule, computed with ωB97M-V/def2-TZVPD.

Geometry as XYZ:
```
18
Properties=species:S:1:pos:R:3
Br 0.4180 2.4402 0.2912
P -1.6881 -0.1482 -1.3589
O -2.5984 -0.4888 -0.0494
O -1.7969 -1.0446 -2.4851
O -2.1444 -1.7380 0.5169
O -2.2165 1.3223 -1.6015
O -0.1899 -0.0194 -0.8275
C 1.3864 -0.1874 0.9465
C 0.1463 0.5017 0.4347
C 2.5947 -0.0951 -0.0007
H 2.3905 0.5543 -0.8502
H -2.2698 -1.5486 1.4598
H 2.8697 -1.0812 -0.3683
H 1.6212 0.2417 1.9205
H 3.4587 0.3103 0.5241
H -0.6775 0.4067 1.1341
H -2.4105 1.8063 -0.7879
H 1.1064 -1.2320 1.1015
```

* Kohn-Sham gap: 0.4039 hartree
* E_LUMO: 0.16 eV
* SMILES string: CC[C@@H](Br)O[P@](=O)(O)OO
* total charge: 0

***

2 unconnected molecules or ions with the total composition C3H8BrOPS, computed with ωB97M-V/def2-TZVPD.

Geometry as XYZ:
```
15
Properties=species:S:1:pos:R:3
Br -1.0199 -0.4903 3.6566
S 1.5507 -3.5594 1.1104
P 0.9905 -1.6999 0.9263
O -0.2555 -1.4518 -0.0616
C -1.1477 0.4224 -1.3355
C 2.1139 -0.3214 0.5372
C -1.2724 -0.4936 -0.0868
H 3.1931 -0.5068 0.6650
H 1.8587 0.5153 1.2924
H -0.4076 -0.0783 -1.9987
H -1.2793 0.0727 0.8451
H -2.1262 0.5201 -1.9994
H -2.1356 -1.0841 -0.1341
H -0.7010 1.4570 -1.0773
H 1.9268 -0.0834 -0.4497
```

* Kohn-Sham gap (alpha / beta): 0.3042 / 0.1982 hartree
* E_LUMO (alpha / beta): 0.77 / -3.86 eV
* spin multiplicity: 3
* total charge: 0
* ΔE to the lowest compared entry with this formula, charge and spin: 0.0 kJ/mol

***

3 unconnected molecules or ions with the total composition C3H8Cl, computed with ωB97M-V/def2-TZVPD.

Geometry as XYZ:
```
12
Properties=species:S:1:pos:R:3
Cl -1.8447 1.7264 -1.2173
C 0.1156 0.0228 -0.4648
C -0.7383 -1.0940 0.1041
C 0.7824 0.8870 0.5884
H 1.6366 0.3168 0.9973
H 0.1118 1.0632 1.4441
H -1.3733 -1.5246 -0.6848
H -1.2971 -0.7559 0.9909
H -0.0574 -1.8837 0.4717
H 0.2168 0.2158 -1.5418
H 1.2533 -0.7897 -0.8531
H 1.1943 1.8158 0.1653
```

* Kohn-Sham gap: 0.2772 hartree
* E_LUMO: 4.33 eV
* total charge: -1
* ΔE to the lowest compared entry with this formula, charge and spin: 0.0 kJ/mol

***

A gas-phase ion, C3H8ClIN3 (charge +1), computed with ωB97M-V/def2-TZVPD.

Geometry as XYZ:
```
16
Properties=species:S:1:pos:R:3
I 3.2234 -0.4550 0.0974
Cl -1.7770 -2.5969 0.0093
N -2.2539 -0.0307 0.6682
N 0.7308 0.9881 -1.4022
N 0.1796 0.7538 1.0135
C 0.1157 -0.5450 0.4076
C -1.4161 -0.9273 0.4081
C 1.1268 -0.2657 -0.8779
H -0.2428 0.9946 -1.6484
H 0.5885 -1.2480 1.0254
H -0.8259 0.9375 1.2957
H 0.4817 1.3566 0.1228
H 0.9067 0.6390 1.7942
H 1.4214 1.4982 -1.9358
H 1.0533 -1.0176 -1.6932
H -3.3124 -0.0817 0.7151
```

* Kohn-Sham gap: 0.3486 hartree
* E_LUMO: -4.33 eV
* SMILES string: [H]/N=C(\Cl)[C@H]([NH3+])[C@@H](N)I
* total charge: +1
* ΔE to the lowest compared entry with this formula, charge and spin: 89.1 kJ/mol

***

2 unconnected molecules or ions with the total composition C3H8ClISi, computed with ωB97M-V/def2-TZVPD.

Geometry as XYZ:
```
14
Properties=species:S:1:pos:R:3
I 0.9137 0.5161 -3.4858
Cl -1.7218 -1.8853 -3.9123
Si -1.0835 -0.3364 -2.4370
C 0.7918 0.3329 1.5864
C 1.6515 -0.5589 1.1484
C -0.5578 0.9573 1.2528
H -1.0593 0.3485 2.0064
H 1.2275 0.7898 2.5348
H 2.5013 -0.8761 1.7124
H -0.9797 0.6922 0.3304
H -2.2611 0.1805 -1.4776
H 1.4369 -1.3553 0.3925
H -0.4512 2.0317 1.3367
H -0.4083 -0.8371 -0.9881
```

* Kohn-Sham gap: 0.3328 hartree
* E_LUMO: -0.68 eV
* SMILES string: Cl[SiH2]I.C=CC
* total charge: 0
* ΔE to the lowest compared entry with this formula, charge and spin: 339.2 kJ/mol

***

2 unconnected molecules or ions with the total composition C3H8ClN, computed with ωB97M-V/def2-TZVPD.

Geometry as XYZ:
```
13
Properties=species:S:1:pos:R:3
Cl 2.9456 0.6113 0.1826
N 0.9680 -0.9284 0.2680
C 1.6266 -0.2061 -0.5886
C -0.1921 -1.6974 -0.1276
C -1.0147 1.7742 -0.0601
H -0.4560 -2.3955 0.6639
H 0.0209 -2.2468 -1.0410
H -1.0334 1.2396 0.8821
H -1.2150 2.8206 0.1267
H -1.7741 1.3796 -0.7233
H 1.2049 -0.9773 1.2600
H -1.0391 -1.0371 -0.3173
H -0.0417 1.6633 -0.5255
```

* Kohn-Sham gap: 0.3595 hartree
* E_LUMO: 0.93 eV
* total charge: 0
* ΔE to the lowest compared entry with this formula, charge and spin: 140.2 kJ/mol

***

2 unconnected molecules or ions with the total composition C3H8ClN2, computed with ωB97M-V/def2-TZVPD.

Geometry as XYZ:
```
14
Properties=species:S:1:pos:R:3
Cl -2.1816 -2.4806 0.6826
N 1.1552 0.4629 0.1090
N 3.3038 1.1138 0.7745
C -1.9142 -1.1244 -0.1881
C -2.9608 -0.4265 -0.8998
C 2.2624 0.2771 0.6988
H -3.9567 -0.8144 -0.6997
H -0.8897 -0.7279 -0.2057
H -2.9032 0.6456 -0.6886
H 2.3939 -0.6740 1.2070
H 3.2592 2.0127 0.3152
H -2.7658 -0.4852 -1.9792
H 4.1636 0.8629 1.2305
H 1.0339 1.3581 -0.3564
```

* Kohn-Sham gap: 0.2090 hartree
* E_LUMO: -6.85 eV
* total charge: +1
* ΔE to the lowest compared entry with this formula, charge and spin: 208.0 kJ/mol

***

2 unconnected molecules or ions with the total composition C3H8ClN2, computed with ωB97M-V/def2-TZVPD.

Geometry as XYZ:
```
14
Properties=species:S:1:pos:R:3
Cl 1.3920 -0.0790 -2.9885
N -0.9794 0.9108 -2.3966
N -0.0590 -0.0300 1.1556
C -0.9075 -0.8937 1.4829
C 1.2680 -0.0383 1.7936
C 0.2120 0.4989 -2.0190
H 0.3241 0.5117 -0.9168
H -1.3010 0.8927 -3.4166
H -0.8514 -1.7019 2.2196
H 1.1367 -0.5152 2.8672
H 1.9720 -0.6681 1.2169
H -1.8624 -0.9458 0.8639
H 1.4510 0.9517 1.9129
H -1.7950 1.1061 -1.7751
```

* Kohn-Sham gap (alpha / beta): 0.1542 / 0.1658 hartree
* E_LUMO (alpha / beta): -5.21 / -9.44 eV
* spin multiplicity: 3
* total charge: +1
* ΔE to the lowest compared entry with this formula, charge and spin: 136.4 kJ/mol